This record from the Open Molecules 2025 dataset describes a molecular structure, C18H15Cl2F5N7ORuS. The level of theory is wB97M-V/def2-TZVPD.

The energy above the lowest of the compared OMol25 structures with the same formula, charge and spin is 21.8 kcal/mol. Its HOMO energy (spin up / spin down) is -14.41 / -14.77 eV. As for the spin multiplicity: 2. The orbital gap (spin up / spin down) comes out at 7.23 / 6.33 eV. As for the total charge: +2. Its expectation value of S² is 0.81.

Atoms and positions in Å:
Ru: 0.122567 -0.826594 -0.132161
F: 6.933432 1.531565 -0.420269
C: 5.636948 1.409162 -0.520768
C: 5.062590 0.135283 -0.515420
F: 5.832406 -0.932803 -0.416505
C: 3.702255 0.010359 -0.618152
F: 3.190994 -1.215863 -0.638672
C: 2.853798 1.135917 -0.714744
S: 1.160208 1.097578 -0.821893
C: 3.480014 2.406415 -0.739133
F: 2.733287 3.489717 -0.851458
C: 4.841781 2.545108 -0.638254
F: 5.401087 3.738050 -0.651065
N: 0.807816 -1.011935 4.039626
C: 0.382283 -0.260212 3.033379
N: 0.529711 -0.953092 1.914286
C: 1.084834 -2.136967 2.319246
N: 1.260643 -2.209811 3.608644
C: 1.457847 -3.155918 1.345039
C: 2.128495 -4.325542 1.661049
N: 2.468812 -5.194126 0.715006
C: 2.158340 -4.890187 -0.543466
C: 1.491418 -3.717296 -0.868552
N: 1.128074 -2.863843 0.088331
H: 0.833650 -0.792069 5.025273
H: -0.027028 0.732234 3.126758
H: 2.394478 -4.549747 2.686908
H: 2.446112 -5.597586 -1.310873
H: 1.247203 -3.465147 -1.890368
N: -1.561042 0.379011 -0.010550
C: -2.321940 1.112845 -0.500164
N: -3.169007 1.943381 -1.004905
C: -2.790612 3.346941 -1.311385
C: -3.661480 4.272592 -0.482013
O: -5.029690 3.975741 -0.682346
C: -5.367787 2.667539 -0.267360
C: -4.618847 1.644399 -1.100957
H: -2.973618 3.522217 -2.371387
H: -1.734411 3.495390 -1.094555
H: -3.510165 5.301669 -0.799859
H: -3.398888 4.181341 0.579300
H: -6.439241 2.551521 -0.413363
H: -5.130837 2.526474 0.794710
H: -4.918484 1.736136 -2.145085
H: -4.811485 0.631023 -0.753173
Cl: -1.974526 -2.655708 0.527313
C: -2.396414 -2.761241 -1.194633
Cl: -1.170228 -1.925961 -2.196623
H: -3.351032 -2.276200 -1.351345
H: -2.414313 -3.801783 -1.493394

Cartesian forces (eV/Å) of the 2 atoms listed first:
Ru -1.72 -0.81 0.97
F 0.07 0.00 0.00